1.
The following is a DFT calculation (wB97M-V/def2-TZVPD) of 5 unconnected molecules or ions with the total composition C35H56F20N4O13PS.

XYZ file:
```
130
Properties=species:S:1:pos:R:3:forces:R:3
C -1.832 -3.455 -3.867 0.54 -1.05 0.61
C -0.441 -4.105 -3.568 -0.79 0.93 -0.48
C 0.711 -3.063 -3.592 0.22 -0.65 0.87
C 1.136 -2.641 -2.147 -0.26 -0.68 -0.23
C 2.667 -2.439 -1.964 -0.64 -0.17 0.12
C 3.124 -1.057 -1.447 0.31 -0.12 2.08
P 5.005 -1.306 -1.218 1.14 -0.76 -2.85
N 5.712 -1.760 -2.557 -0.71 0.38 0.44
C 3.017 0.125 -2.464 2.28 -2.32 -1.12
N 2.934 -0.402 -3.792 -0.68 0.87 0.30
N 2.075 1.266 -2.106 -0.94 1.75 0.73
S 0.611 1.431 -3.110 -0.70 -1.62 -4.10
O 1.001 1.781 -4.427 1.53 1.60 0.11
O -0.148 0.233 -3.168 -0.40 -0.31 2.52
C -0.369 2.937 -2.565 -0.36 0.73 1.53
F -0.931 3.396 -3.641 -0.51 -0.57 -1.34
F 0.442 3.912 -2.153 0.97 -0.25 0.64
C -1.492 2.743 -1.505 -1.18 0.51 -0.03
F -2.184 3.889 -1.537 -0.05 0.57 -0.63
F -1.044 2.675 -0.257 0.86 -0.75 0.32
C -2.554 1.617 -1.746 -0.30 0.31 1.45
F -3.654 2.002 -1.123 -0.64 0.47 0.30
F -2.852 1.425 -2.995 0.33 -0.25 -1.17
F -2.179 0.509 -1.137 0.75 -0.86 -0.21
C 1.613 1.392 -0.682 0.05 0.31 1.09
C 2.467 0.718 0.398 -0.57 -1.44 -0.45
C 3.853 1.321 0.643 0.31 0.04 0.38
O 4.310 2.096 -0.475 -0.75 -0.95 -0.20
O 4.791 3.312 0.020 0.43 0.66 -0.15
C 1.660 0.876 1.713 -0.23 1.02 0.10
C 1.376 2.336 2.127 0.63 0.24 0.16
F 0.405 0.248 1.610 0.63 -0.16 -0.13
C 2.488 -0.822 -0.005 -0.30 0.78 -0.29
C 3.024 -1.748 1.106 -0.94 0.13 0.61
C 1.913 -2.275 2.071 1.72 -0.99 0.51
O 0.889 -2.927 1.355 -0.32 0.43 -0.35
C 2.614 -3.375 2.962 -1.51 0.76 -0.02
N 1.605 -4.150 3.704 0.49 -0.24 -0.48
H -2.259 -3.127 -2.910 0.00 0.38 -0.38
H -2.495 -4.253 -4.226 -0.03 0.41 -0.15
H -1.750 -2.639 -4.590 -0.21 -0.14 0.10
H -0.545 -4.588 -2.592 0.40 0.07 -0.14
H -0.249 -4.906 -4.287 0.04 0.28 0.03
H 1.571 -3.574 -4.046 -0.07 0.38 -0.04
H 0.437 -2.188 -4.197 0.05 -0.26 -0.04
H 0.851 -3.500 -1.525 0.13 0.34 0.06
H 0.510 -1.818 -1.771 0.28 -0.02 -0.20
H 3.151 -2.756 -2.891 0.16 0.46 0.18
H 3.016 -3.175 -1.224 -0.11 0.23 -0.12
H 5.280 -2.297 -0.251 -0.39 0.62 0.50
H 5.631 -0.094 -0.832 -0.52 -0.14 0.72
H 5.055 -1.841 -3.326 0.30 -0.07 -0.14
H 4.019 0.588 -2.464 -0.59 0.53 0.27
H 3.174 0.296 -4.488 -0.05 -0.23 -0.08
H 2.042 -0.836 -4.012 0.16 -0.14 -0.05
H 2.563 2.149 -2.318 0.31 -0.35 0.00
H 1.551 2.461 -0.453 -0.22 -0.22 -0.30
H 0.619 0.923 -0.628 0.26 0.15 0.07
H 4.547 0.504 0.887 0.04 0.27 -0.30
H 3.911 1.989 1.512 -0.36 -0.16 -0.16
H 3.999 3.870 0.120 0.31 -0.25 -0.16
H 2.252 0.411 2.508 -0.37 -0.25 -0.11
H 0.320 2.611 2.045 0.15 -0.30 -0.01
H 1.701 2.485 3.163 -0.30 0.02 -0.17
H 1.957 3.066 1.543 -0.18 -0.20 0.09
H 1.414 -1.054 -0.089 0.36 -0.15 -0.13
H 3.764 -1.257 1.758 0.04 -0.10 -0.34
H 3.481 -2.667 0.729 -0.04 0.36 -0.21
H 1.569 -1.513 2.778 -0.35 -0.09 -0.40
H 0.040 -2.483 1.468 0.21 0.02 0.04
H 3.278 -2.858 3.667 0.16 -0.30 -0.27
H 3.141 -4.059 2.289 0.22 0.14 0.35
H 1.323 -4.889 3.068 -0.18 -0.05 0.31
H 0.760 -3.605 3.847 0.16 0.08 0.17
C -4.171 2.555 5.492 0.18 -0.08 0.28
C -3.539 1.796 4.344 -0.63 0.32 -0.06
O -2.180 1.421 4.654 0.44 -0.25 -0.04
C -2.033 0.335 5.411 -0.78 0.44 -0.34
O -2.919 -0.334 5.849 0.36 -0.22 0.12
C -0.542 0.038 5.615 1.10 -0.16 0.57
F 0.161 1.141 5.925 -0.33 -0.03 -0.22
F 0.008 -0.473 4.489 -0.27 0.09 -0.05
F -0.331 -0.841 6.591 -0.39 0.08 -0.25
H -3.558 3.415 5.764 -0.05 0.05 -0.11
H -5.167 2.901 5.218 0.03 -0.01 -0.05
H -4.256 1.928 6.379 -0.08 -0.05 -0.07
H -3.485 2.435 3.464 0.29 -0.05 0.01
H -4.123 0.917 4.073 0.15 -0.12 0.15
C -7.361 2.511 -1.389 0.14 0.29 0.11
C -8.461 2.028 -0.467 0.04 -0.25 -0.59
O -8.267 2.527 0.868 -0.06 0.10 0.40
C -8.669 3.777 1.092 -0.04 -0.47 -0.74
O -9.162 4.504 0.282 0.02 0.21 0.33
C -8.436 4.144 2.563 0.09 0.36 0.98
F -7.214 3.764 2.987 -0.15 -0.02 -0.24
F -9.339 3.541 3.354 0.11 -0.02 -0.33
F -8.537 5.457 2.766 -0.01 -0.25 -0.30
H -6.382 2.249 -0.984 -0.04 -0.14 -0.03
H -7.467 2.066 -2.379 -0.03 -0.03 0.04
H -7.384 3.596 -1.495 -0.11 -0.03 -0.05
H -8.433 0.942 -0.394 0.03 0.05 0.29
H -9.448 2.302 -0.840 0.03 0.19 0.14
C -5.036 -9.619 -2.791 0.27 0.02 0.23
C -4.486 -9.094 -4.100 -0.63 -0.33 0.01
O -3.334 -8.257 -3.880 0.41 0.24 -0.07
C -2.181 -8.891 -3.686 -0.86 -0.34 -0.16
O -2.030 -10.076 -3.672 0.40 0.15 0.06
C -1.048 -7.872 -3.514 0.87 0.60 0.22
F -1.389 -6.872 -2.677 -0.19 -0.35 -0.15
F -0.721 -7.309 -4.693 -0.29 -0.20 0.06
F 0.060 -8.432 -3.027 -0.36 -0.14 -0.08
H -5.250 -8.795 -2.109 -0.11 0.02 -0.08
H -5.951 -10.185 -2.961 0.01 0.03 -0.04
H -4.316 -10.269 -2.294 -0.03 -0.07 -0.09
H -5.229 -8.466 -4.589 0.21 0.21 0.01
H -4.242 -9.903 -4.788 0.22 0.03 0.09
C 7.637 8.526 2.674 -0.08 -0.27 0.26
C 6.603 8.302 1.592 0.46 0.65 -0.02
O 6.051 6.970 1.670 -0.35 -0.44 -0.06
C 5.098 6.785 2.575 0.48 0.92 -0.31
O 4.668 7.611 3.322 -0.30 -0.41 0.12
C 4.589 5.340 2.502 -0.05 -1.04 0.43
F 5.584 4.453 2.428 -0.03 0.33 -0.09
F 3.799 5.152 1.399 -0.06 0.69 0.40
F 3.853 5.005 3.560 -0.01 0.38 -0.20
H 8.409 7.757 2.630 0.05 0.07 -0.11
H 8.104 9.503 2.558 -0.03 -0.02 -0.05
H 7.188 8.474 3.666 -0.05 0.11 -0.04
H 7.069 8.380 0.612 -0.10 -0.30 -0.04
H 5.808 9.046 1.633 -0.13 -0.19 0.13
```
Positions in Å, forces in eV/Å.

Results
Largest force on an atom, eV/Å: 4.5
Charge: +1
Kohn-Sham gap, Eh: 0.25157
E_LUMO, eV: -3.9

2.
The following is a DFT calculation (wB97M-V/def2-TZVPD) of a molecular structure, C9H13N3O.

XYZ file:
```
26
Properties=species:S:1:pos:R:3:forces:R:3
C 2.163 1.244 -1.975 1.49 4.05 -0.91
C 2.511 1.811 0.360 0.63 -0.57 3.92
C 1.973 2.322 1.797 1.91 -0.04 0.74
C -0.864 -0.853 -0.570 -4.45 -0.57 -2.84
C -2.072 -1.100 -1.433 1.34 0.34 0.05
C -3.060 -1.994 -1.044 0.34 -1.34 0.30
C -3.001 -2.705 0.226 -0.17 3.67 0.46
C -2.056 -2.134 1.218 -1.44 -2.07 -5.59
C -0.934 -1.448 0.673 1.72 0.14 3.34
H 2.992 2.051 -2.197 -1.34 -1.35 1.05
H 1.452 1.580 -2.733 -0.21 -1.02 0.06
H 2.680 0.327 -2.141 -0.28 -1.10 -0.07
H 3.082 2.631 0.047 1.23 0.79 -0.80
H 3.066 0.869 0.518 0.82 0.73 0.65
H 3.091 2.386 2.578 -3.64 0.07 -2.60
H 1.496 3.486 1.662 0.95 -3.40 0.70
H 0.342 1.106 1.726 3.37 0.35 2.68
H -2.223 -0.630 -2.471 0.74 -0.48 1.85
H -3.866 -2.232 -1.800 0.90 0.24 1.13
H -3.930 -3.291 0.448 1.33 0.31 0.27
H -2.164 -2.497 2.188 0.50 -0.30 1.59
H -0.052 -1.409 1.444 -1.52 0.50 -1.72
N 1.617 1.442 -0.633 -0.99 0.50 -2.35
N 0.703 0.585 -0.246 0.04 0.77 0.94
N 0.057 0.072 -1.155 -0.79 -2.04 0.35
O 1.180 1.259 2.432 -2.48 1.81 -3.20
```
Positions in Å, forces in eV/Å.

Results
Largest force on an atom, eV/Å: 6.1
Energy above the lowest of the compared OMol25 structures with the same formula, charge and spin, kcal/mol: 146.4
Charge: 0
Kohn-Sham gap, Eh: 0.31608
E_LUMO, eV: 0.3

3.
The following is a DFT calculation (wB97M-V/def2-TZVPD) of a single C4H5NO2 molecule.

XYZ file:
```
12
Properties=species:S:1:pos:R:3:forces:R:3
O 0.375 -2.733 0.260 0.24 0.59 -0.18
C 0.744 -1.606 0.040 -0.10 -0.48 0.12
C -0.173 -0.519 -0.444 -0.16 -0.01 0.08
C -0.688 0.280 0.746 0.11 -0.44 0.61
N -0.935 1.617 0.205 0.86 0.22 0.01
C 0.000 1.681 -0.646 -0.25 0.49 -0.29
O 0.588 0.529 -1.083 0.10 0.15 0.10
H 1.773 -1.251 0.256 -0.02 -0.16 -0.01
H -0.944 -0.902 -1.124 0.11 0.08 0.14
H -1.444 -0.148 1.394 -0.33 -0.06 -0.38
H 0.212 0.461 1.355 -0.26 -0.44 0.43
H 0.492 2.590 -0.959 -0.31 0.06 -0.63
```
Positions in Å, forces in eV/Å.

Results
SMILES: O=C[C@H]1CN=CO1
Largest force on an atom, eV/Å: 0.9
Energy above the lowest of the compared OMol25 structures with the same formula, charge and spin, kcal/mol: 40.9
Charge: 0
Kohn-Sham gap, Eh: 0.39919
E_LUMO, eV: 0.8

4.
The following is a DFT calculation (wB97M-V/def2-TZVPD) of 2 unconnected molecules or ions with the total composition C5H7ClN2O.

XYZ file:
```
16
Properties=species:S:1:pos:R:3:forces:R:3
C -0.554 1.099 -2.016 -0.31 0.30 -0.19
C -1.885 1.086 -1.831 0.23 0.32 -0.32
C -1.013 -0.567 -0.554 0.03 -0.24 0.16
C 1.673 -1.181 1.824 0.00 0.10 0.03
C 2.097 -0.026 2.295 0.13 -0.08 -0.14
N -0.018 0.095 -1.234 0.08 0.02 -0.05
N -2.170 0.069 -0.941 -0.03 0.04 0.02
O -0.895 -1.503 0.204 0.01 -0.50 0.38
Cl 1.921 0.424 3.953 -0.06 0.08 0.22
H 0.060 1.727 -2.628 0.02 0.14 -0.13
H -2.652 1.695 -2.263 -0.06 0.13 -0.07
H 1.161 -1.898 2.439 -0.09 -0.11 0.15
H 1.796 -1.443 0.788 0.08 0.04 -0.16
H 0.954 -0.148 -1.176 -0.11 -0.08 0.09
H 2.603 0.731 1.716 0.00 -0.02 -0.07
H -3.077 -0.161 -0.578 0.10 -0.12 0.05
```
Positions in Å, forces in eV/Å.

Results
SMILES: O=c1[nH]cc[nH]1.C=CCl
Largest force on an atom, eV/Å: 0.6
Energy above the lowest of the compared OMol25 structures with the same formula, charge and spin, kcal/mol: 0.2
Charge: 0
Kohn-Sham gap, Eh: 0.32790
E_LUMO, eV: 0.7

5.
The following is a DFT calculation (wB97M-V/def2-TZVPD) of 2 unconnected molecules or ions with the total composition C5H8S3.

XYZ file:
```
16
Properties=species:S:1:pos:R:3:forces:R:3
C 0.986 0.117 -0.138 1.92 0.30 1.06
C 0.088 1.172 -0.801 -2.13 -0.24 -4.24
C -2.110 -0.232 0.388 -3.51 0.50 -3.45
C 0.442 -1.292 0.034 -1.16 1.30 0.07
C 0.679 -0.258 1.291 2.45 -4.48 -1.69
H 3.178 1.095 -1.760 -0.68 -2.19 3.36
H 0.490 2.223 -1.322 -0.72 -3.07 1.86
H -0.440 0.467 -1.774 1.92 2.32 2.44
H -3.257 -0.397 0.000 2.53 0.86 0.42
H -2.334 -0.430 1.397 0.98 -0.28 1.55
H 1.079 -2.193 -0.186 -0.61 1.26 0.61
H 1.430 -0.730 2.032 -1.19 1.46 -1.32
H -0.169 0.215 1.586 -2.15 1.01 1.62
S 2.854 0.141 -0.127 -0.42 2.67 -4.09
S -1.601 1.582 0.022 1.39 -1.67 0.20
S -1.313 -1.479 -0.642 1.38 0.25 1.59
```
Positions in Å, forces in eV/Å.

Results
Largest force on an atom, eV/Å: 5.4
Energy above the lowest of the compared OMol25 structures with the same formula, charge and spin, kcal/mol: 124.9
Charge: 0
Kohn-Sham gap, Eh: 0.30387
E_LUMO, eV: -0.5

6.
The following is a DFT calculation (wB97M-V/def2-TZVPD) of 2 unconnected molecules or ions with the total composition C49H48N3O2.

XYZ file:
```
102
Properties=species:S:1:pos:R:3:forces:R:3
C -7.177 0.421 1.111 -0.22 -0.14 0.11
C -5.813 0.959 0.786 0.11 0.10 -0.21
C -5.614 1.639 -0.412 0.33 0.21 0.17
C -4.368 2.180 -0.753 -0.13 -0.54 0.04
C -4.249 2.935 -2.044 -0.06 0.22 -0.39
C -3.290 1.963 0.122 -0.83 -0.24 -0.07
N -1.997 2.469 -0.232 1.25 0.70 -0.39
C -1.690 3.831 -0.386 0.56 -0.87 0.25
C -2.645 4.937 -0.307 -0.46 1.18 0.19
C -2.493 6.034 -1.190 -0.23 -0.61 0.31
C -3.397 7.094 -1.143 -0.03 0.01 0.29
C -4.444 7.089 -0.211 0.09 -0.33 -0.08
C -4.599 6.005 0.663 0.23 0.22 -0.02
C -3.670 4.968 0.664 0.40 -0.28 -0.54
N -0.411 3.996 -0.582 -0.54 -0.61 0.00
N 0.144 2.729 -0.542 -1.39 0.62 -0.35
C 1.565 2.650 -0.595 0.99 -0.08 -0.48
C 2.302 3.409 0.328 0.21 -0.76 -0.31
C 1.663 4.352 1.284 0.07 0.47 0.69
C 3.689 3.238 0.344 -0.24 0.00 -0.31
C 4.340 2.444 -0.602 -0.33 -0.05 0.07
C 5.834 2.307 -0.572 0.25 -0.01 -0.07
C 3.583 1.814 -1.593 -0.19 0.17 0.29
C 2.187 1.909 -1.612 0.15 0.30 0.53
C 1.399 1.249 -2.694 -0.03 -0.41 -0.40
C -0.809 1.781 -0.426 0.06 0.82 0.70
C -0.518 0.351 -0.236 -1.96 -3.38 -1.18
O 0.648 -0.031 0.069 0.25 1.01 0.92
C -1.593 -0.644 -0.440 1.97 2.84 0.45
C -1.605 -1.794 0.491 0.21 -0.74 0.02
C -2.539 -0.513 -1.501 -1.36 0.01 -0.42
C -2.298 0.283 -2.651 -0.15 -0.34 0.29
C -3.250 0.387 -3.664 -0.07 0.12 0.17
C -4.488 -0.250 -3.553 0.13 0.07 -0.15
C -4.749 -1.051 -2.438 0.20 -0.01 0.07
C -3.790 -1.205 -1.446 0.23 0.24 0.04
C -3.470 1.329 1.358 -0.28 -0.17 -0.14
C -2.380 1.205 2.382 0.03 -0.20 0.52
C -4.738 0.811 1.661 0.23 0.26 -0.11
H -7.174 -0.096 2.076 -0.07 0.09 -0.18
H -7.916 1.234 1.152 0.18 -0.22 0.02
H -7.517 -0.288 0.343 0.10 0.15 0.17
H -6.455 1.749 -1.103 0.30 0.05 0.17
H -3.221 2.952 -2.422 -0.25 0.02 0.04
H -4.880 2.465 -2.811 0.23 0.10 0.23
H -4.591 3.975 -1.936 0.10 -0.26 0.08
H -1.670 6.017 -1.908 -0.31 0.04 0.18
H -3.288 7.936 -1.829 0.01 -0.27 0.24
H -5.134 7.934 -0.152 0.18 -0.34 -0.14
H -5.440 5.964 1.356 0.31 0.15 -0.09
H -3.723 4.163 1.402 -0.19 0.28 -0.30
H 2.462 4.876 1.826 -0.34 -0.07 -0.05
H 1.041 5.088 0.758 0.28 -0.20 0.31
H 1.037 3.841 2.032 0.07 0.10 -0.26
H 4.266 3.754 1.114 -0.10 -0.07 -0.26
H 6.147 1.430 -1.149 0.05 0.18 0.14
H 6.315 3.191 -1.011 -0.07 -0.18 0.06
H 6.212 2.212 0.454 -0.10 -0.02 -0.22
H 4.087 1.229 -2.366 -0.15 0.16 0.16
H 2.071 1.004 -3.525 -0.20 0.09 0.07
H 0.956 0.306 -2.344 0.05 0.24 -0.04
H 0.593 1.887 -3.083 0.24 -0.10 0.13
H -2.027 -2.687 0.012 0.10 0.08 0.21
H -0.581 -2.031 0.815 -0.31 0.07 -0.03
H -2.211 -1.573 1.391 0.11 -0.15 -0.20
H -1.340 0.801 -2.726 -0.26 -0.27 -0.21
H -3.030 1.005 -4.537 -0.09 -0.18 0.21
H -5.242 -0.121 -4.333 0.26 -0.11 0.21
H -5.718 -1.549 -2.345 0.31 0.11 -0.02
H -4.017 -1.819 -0.567 0.08 0.25 -0.37
H -2.845 0.835 3.308 0.29 0.12 -0.20
H -1.600 0.485 2.093 -0.16 0.30 -0.02
H -1.908 2.168 2.627 -0.06 -0.20 -0.22
H -4.887 0.307 2.622 0.06 0.18 -0.34
C 7.552 -9.292 1.657 -0.02 0.02 -0.07
O 7.042 -8.834 0.388 -0.78 1.68 0.05
C 6.361 -7.656 0.345 -0.04 -0.53 0.16
C 5.838 -7.249 -0.915 0.20 -0.22 0.13
C 5.051 -6.125 -1.020 0.00 -0.01 -0.01
C 4.689 -5.346 0.128 0.18 0.16 -0.03
C 3.773 -4.255 0.030 0.77 -1.10 0.26
C 3.074 -3.683 1.118 -0.49 0.29 0.47
C 2.593 -2.348 1.006 0.20 -0.36 -0.13
C 1.994 -1.731 2.089 -0.20 0.24 0.32
C 1.735 -2.439 3.273 0.42 -0.04 -0.74
C 2.154 -3.768 3.382 0.11 -0.35 -0.06
C 2.812 -4.392 2.331 0.19 0.18 0.13
C 5.326 -5.708 1.352 -0.09 -0.36 0.18
C 6.119 -6.834 1.474 0.09 -0.18 -0.03
H 8.095 -10.199 1.400 -0.03 0.08 0.20
H 8.228 -8.557 2.111 -0.08 -0.14 -0.22
H 6.737 -9.517 2.356 0.11 0.03 -0.25
H 6.082 -7.874 -1.776 -0.16 0.28 0.19
H 4.657 -5.840 -1.997 0.07 -0.11 0.25
H 3.602 -3.858 -0.970 -0.05 0.08 0.13
H 2.737 -1.818 0.063 -0.14 0.05 0.35
H 1.695 -0.691 2.008 -0.08 -0.19 -0.20
H 1.193 -1.953 4.081 0.19 -0.12 -0.11
H 1.969 -4.326 4.298 -0.04 0.10 -0.24
H 3.126 -5.435 2.431 -0.35 0.39 -0.08
H 5.182 -5.092 2.236 0.12 -0.04 -0.25
H 6.544 -7.102 2.446 -0.16 0.24 -0.43
```
Positions in Å, forces in eV/Å.

Results
Largest force on an atom, eV/Å: 4.1
Energy above the lowest of the compared OMol25 structures with the same formula, charge and spin, kcal/mol: 4.4
Charge: +1
Kohn-Sham gap, Eh: 0.10199
E_LUMO, eV: -5.0